# 1
A molecular structure, C12H11N in a non-equilibrium geometry, computed with the ωB97M-V functional and the def2-TZVPD basis.

CARTESIAN COORDINATES (ANGSTROEM)
C -2.825 -1.824 0.086
C -3.544 -0.584 -0.016
C -1.401 -1.797 0.022
C -2.874 0.672 -0.112
C -0.711 -0.625 0.019
C -1.479 0.593 0.062
C 0.724 -0.338 0.010
C -0.641 1.831 0.086
C 1.089 0.930 -0.046
C 1.972 -1.234 0.099
C 2.583 1.249 0.016
C 3.126 -0.187 -0.067
N -0.897 3.018 0.025
H -3.227 -2.822 0.004
H -4.653 -0.475 -0.037
H -0.755 -2.644 0.003
H -3.247 1.668 -0.253
H 1.871 -1.661 1.110
H 1.881 -2.016 -0.784
H 2.792 1.761 -0.898
H 2.690 1.718 0.987
H 4.021 -0.429 0.715
H 3.624 -0.459 -1.097
H -0.118 3.658 0.065

total energy: -14106.20540 eV
total charge: 0
2S+1: 3
LUMO energy (spin up / spin down): 0.8 / -2.7 eV

Quick look at the Löwdin charges, all values in e: C -0.059; C -0.053; C -0.041; C -0.016; C -0.158; C -0.137; C -0.195; C -0.191; C 0.013; C -0.134; C -0.138; C -0.203; N 0.107; H 0.088; H 0.109; H 0.103; H 0.102; H 0.113; H 0.148; H 0.102; H 0.115; H 0.142; H 0.128; H 0.056



# 2
C12H11N5O in the gas phase in a non-equilibrium geometry, computed with the ωB97M-V functional and the def2-TZVPD basis.

CARTESIAN COORDINATES (ANGSTROEM)
H 3.297 4.970 -3.044
N 2.358 4.601 -2.941
C 2.183 3.665 -2.081
C 3.247 3.322 -1.189
C 3.154 2.437 -0.117
C 1.817 1.824 0.100
N 1.198 1.040 0.900
N -0.107 0.932 0.451
C -0.808 -0.214 0.762
C -0.091 -1.365 1.085
C -0.711 -2.622 1.315
C -2.102 -2.704 1.142
O -2.936 -3.827 1.250
C -2.494 -5.184 0.892
C -2.792 -1.471 0.902
C -2.123 -0.282 0.649
N -0.403 1.782 -0.635
C 0.777 2.275 -0.851
N 0.964 3.333 -1.818
H 4.183 3.903 -1.211
H 3.942 2.274 0.657
H 1.012 -1.411 1.143
H -0.100 -3.532 1.403
H -2.039 -5.066 -0.093
H -3.296 -5.947 0.833
H -1.792 -5.445 1.707
H -3.886 -1.443 0.917
H -2.686 0.617 0.362
H 0.234 3.538 -2.488

total energy: -22117.24440 eV
total charge: 0
LUMO energy: -0.2 eV

Quick look at the Löwdin charges, all values in e: H 0.035; N 0.113; C -0.530; C -0.014; C 0.025; C -0.207; N 0.158; N -0.105; C -0.276; C -0.006; C -0.007; C -0.249; O -0.139; C -0.043; C 0.011; C -0.046; N 0.202; C -0.213; N 0.151; H 0.118; H 0.119; H 0.112; H 0.113; H 0.088; H 0.092; H 0.088; H 0.119; H 0.128; H 0.162



# 3
C12H11OP in the gas phase in a non-equilibrium geometry, computed with the ωB97M-V functional and the def2-TZVPD basis.

CARTESIAN COORDINATES (ANGSTROEM)
C 0.120 2.691 -2.426
C -1.202 2.658 -2.852
C 0.543 1.918 -1.379
C -2.124 1.975 -2.154
C -0.400 1.039 -0.793
C -1.770 1.121 -1.192
C 0.256 0.335 1.550
C 0.783 -0.649 2.336
C -0.110 0.044 0.209
C 0.872 -2.074 1.953
C -0.152 -2.362 0.832
C -0.296 -1.183 -0.214
O -2.658 0.228 -0.558
P -3.915 -0.365 -1.242
H 0.683 3.489 -2.896
H -1.487 3.170 -3.646
H 1.651 1.960 -0.997
H -3.060 1.665 -2.541
H 0.238 1.339 1.803
H 1.200 -0.484 3.333
H 1.863 -2.300 1.655
H 0.624 -2.641 2.848
H -0.125 -3.271 0.318
H -1.152 -2.488 1.226
H -0.604 -1.372 -1.198

total energy: -23953.82100 eV
total charge: 0
LUMO energy (spin up / spin down): -1.1 / -1.1 eV

Quick look at the Löwdin charges, all values in e: C -0.083; C -0.070; C -0.008; C -0.083; C -0.122; C -0.297; C -0.017; C -0.071; C -0.268; C -0.181; C -0.126; C 0.002; O -0.556; P 0.808; H 0.107; H 0.064; H 0.158; H 0.042; H 0.091; H 0.105; H 0.102; H 0.112; H 0.077; H 0.108; H 0.105



# 4
2 unconnected molecules or ions with the total composition C12H12 in a non-equilibrium geometry, computed with the ωB97M-V functional and the def2-TZVPD basis.

CARTESIAN COORDINATES (ANGSTROEM)
C 3.394 -1.169 0.605
C 2.059 -0.893 0.937
C 1.491 0.155 0.339
C 2.159 1.126 -0.315
C 3.551 0.888 -0.628
C 4.094 -0.300 -0.239
H 3.887 -2.101 0.751
H 1.594 -1.650 1.699
H 0.428 0.230 0.754
H 1.907 2.116 -0.537
H 4.230 1.615 -1.263
H 5.095 -0.577 -0.428
C -3.956 -0.532 0.106
C -3.198 -1.022 -0.975
C -1.904 -0.426 -1.127
C -1.763 0.817 -0.449
C -2.458 1.061 0.681
C -3.579 0.403 1.004
H -4.986 -1.138 0.002
H -3.449 -1.884 -1.741
H -1.104 -0.923 -1.777
H -0.707 1.234 -0.585
H -2.115 1.826 1.412
H -4.113 0.611 2.090

total energy: -12635.32297 eV
total charge: 0
LUMO energy: 0.9 eV

Quick look at the Löwdin charges, all values in e: C -0.085; C -0.111; C -0.166; C -0.080; C -0.082; C -0.127; H 0.089; H 0.146; H 0.114; H 0.083; H 0.140; H 0.086; C -0.155; C -0.109; C -0.083; C -0.127; C -0.172; C -0.148; H 0.140; H 0.134; H 0.124; H 0.098; H 0.123; H 0.168



# 5
C12H12BN3O4S2 in the gas phase in a non-equilibrium geometry, computed with the ωB97M-V functional and the def2-TZVPD basis.

CARTESIAN COORDINATES (ANGSTROEM)
O 1.700 -1.461 0.848
S 0.243 -1.809 0.623
O -0.424 -2.403 1.846
N -0.509 -0.175 0.438
C -0.298 0.687 1.482
C 0.029 0.377 2.774
C 0.369 1.302 3.773
C 0.515 2.617 3.422
C 0.119 2.995 2.128
B 0.115 4.510 1.619
O 1.254 5.315 1.824
O -0.925 5.025 0.835
C -0.302 2.068 1.190
C -0.117 -2.511 -0.917
C -0.821 -3.678 -0.971
C -1.130 -4.326 -2.174
C -0.888 -3.625 -3.358
C -0.181 -2.443 -3.378
C 0.160 -1.831 -2.152
N 0.695 -0.536 -2.319
S 0.917 -0.261 -4.002
N 0.047 -1.585 -4.431
H -0.022 0.024 -0.428
H -0.074 -0.711 2.911
H 0.451 1.054 4.780
H 0.725 3.476 4.068
H 2.046 4.996 2.279
H -0.783 5.973 0.628
H -0.753 2.420 0.254
H -0.986 -4.179 0.008
H -1.580 -5.336 -2.122
H -1.014 -4.170 -4.295
H 1.459 -0.140 -1.756
H -0.039 -1.660 -5.429

total energy: -47645.00313 eV
total charge: 0
LUMO energy: -0.1 eV

Quick look at the Löwdin charges, all values in e: O -0.328; S 0.838; O -0.333; N -0.024; C -0.325; C -0.027; C -0.051; C -0.059; C -0.112; B -0.539; O 0.125; O 0.135; C 0.015; C -0.263; C -0.090; C -0.059; C -0.019; C -0.280; C -0.219; N -0.266; S 0.920; N -0.305; H 0.050; H 0.092; H 0.087; H 0.116; H 0.101; H 0.115; H 0.126; H 0.126; H 0.121; H 0.120; H 0.108; H 0.104



# 6
C12H12Br6 in the gas phase in a non-equilibrium geometry, computed with the ωB97M-V functional and the def2-TZVPD basis.

CARTESIAN COORDINATES (ANGSTROEM)
Br 2.808 2.757 -0.880
C 1.167 2.678 0.245
C 0.527 1.275 0.143
C -0.542 1.100 -0.762
C -1.203 2.249 -1.446
Br -0.141 2.664 -3.042
C -1.046 -0.220 -0.932
C -2.095 -0.478 -1.999
Br -3.905 -0.303 -1.251
C -0.608 -1.298 -0.101
C -1.281 -2.707 -0.212
Br -0.458 -3.832 -1.667
C 0.457 -1.074 0.819
C 0.956 -2.166 1.767
Br 2.454 -3.157 0.970
C 1.040 0.227 0.932
C 2.208 0.509 1.870
Br 1.618 1.160 3.629
H 0.496 3.473 -0.122
H 1.408 2.899 1.293
H -1.381 3.075 -0.798
H -2.253 2.011 -1.685
H -1.964 -1.463 -2.428
H -1.963 0.224 -2.867
H -1.214 -3.235 0.748
H -2.339 -2.535 -0.439
H 0.219 -2.885 2.051
H 1.355 -1.761 2.713
H 2.881 1.214 1.431
H 2.801 -0.404 2.020

total energy: -432894.13347 eV
total charge: 0
LUMO energy: -0.4 eV

Quick look at the Löwdin charges, all values in e: Br 0.621; C -0.496; C -0.215; C -0.249; C -0.538; Br 0.676; C -0.216; C -0.533; Br 0.665; C -0.181; C -0.475; Br 0.590; C -0.197; C -0.522; Br 0.640; C -0.215; C -0.541; Br 0.652; H 0.051; H 0.043; H 0.064; H 0.046; H 0.030; H 0.072; H 0.055; H 0.026; H 0.040; H 0.048; H 0.014; H 0.045



# 7
A molecular structure, C12H12Br6N2O2 in a non-equilibrium geometry, computed with the ωB97M-V functional and the def2-TZVPD basis.

CARTESIAN COORDINATES (ANGSTROEM)
N 2.125 3.708 -1.379
C 1.452 3.597 -2.577
C 2.469 3.970 -3.531
C 3.636 4.226 -2.828
C 3.418 4.031 -1.473
H 1.811 3.531 -0.436
H 0.425 3.268 -2.626
H 2.452 4.133 -4.598
H 4.642 4.387 -3.187
H 3.924 4.025 -0.519
C 0.662 -0.376 -0.362
Br 2.585 -1.075 -0.726
Br -0.370 -0.252 -2.064
Br 0.786 1.471 0.569
H 0.119 -1.075 0.274
C 5.706 -1.394 -2.651
Br 6.411 0.235 -3.471
Br 6.391 -1.625 -0.820
Br 6.143 -2.895 -3.746
H 4.642 -1.257 -2.460
C -4.586 -1.423 4.490
C -3.416 -1.043 3.768
C -3.202 -1.557 2.492
C -4.079 -2.487 1.914
C -5.146 -2.873 2.677
C -5.449 -2.356 3.951
N -3.969 -3.065 0.593
O -2.804 -3.144 0.089
O -4.991 -3.557 0.058
H -4.668 -1.186 5.541
H -2.731 -0.305 4.157
H -2.191 -1.389 2.150
H -5.917 -3.480 2.225
H -6.280 -2.766 4.506

total energy: -439963.16844 eV
total charge: 0
LUMO energy: -1.2 eV

Quick look at the Löwdin charges, all values in e: N -0.073; C -0.090; C -0.102; C -0.142; C -0.141; H 0.033; H 0.089; H 0.086; H 0.089; H 0.113; C -1.317; Br 0.512; Br 0.535; Br 0.532; H -0.037; C -1.616; Br 0.544; Br 0.512; Br 0.584; H -0.113; C -0.061; C -0.051; C -0.008; C -0.163; C -0.011; C -0.055; N -0.292; O 0.043; O 0.065; H 0.103; H 0.104; H 0.106; H 0.118; H 0.108



# 8
2 unconnected molecules or ions with the total composition C12H12BrIN2O5 in a non-equilibrium geometry, computed with the ωB97M-V functional and the def2-TZVPD basis.

CARTESIAN COORDINATES (ANGSTROEM)
N 1.880 -3.121 0.981
C 1.780 -1.776 1.618
I 3.034 -1.883 3.436
C 2.430 -0.518 0.813
O 1.912 0.629 1.585
C 0.861 0.259 2.518
O 0.508 0.843 3.563
C 0.345 -1.116 1.857
C -0.827 -1.951 2.564
C -2.213 -1.413 1.903
O -2.957 -0.574 2.472
Br -2.789 -2.031 0.087
H 1.406 -3.787 1.630
H 2.885 -3.375 1.092
H 1.814 -0.519 -0.152
H 3.558 -0.502 0.665
H -0.098 -0.738 0.860
H -0.888 -1.688 3.681
H -0.809 -3.074 2.363
O 0.881 -0.647 -2.889
N 1.050 0.536 -2.627
O 2.144 1.059 -2.463
C -0.138 1.382 -2.493
C -1.405 0.817 -2.635
C -2.530 1.619 -2.483
C -2.388 2.974 -2.197
C -1.120 3.535 -2.067
C 0.012 2.739 -2.214
H -1.530 -0.237 -2.857
H -3.521 1.188 -2.584
H -3.269 3.596 -2.073
H -1.015 4.592 -1.847
H 0.993 3.188 -2.107

total energy: -103994.82519 eV
total charge: 0
LUMO energy: -0.7 eV

Quick look at the Löwdin charges, all values in e: N -0.003; C -0.747; I 0.881; C -0.166; O -0.094; C -0.378; O 0.092; C -0.206; C -0.086; C -0.682; O -0.018; Br 0.630; H 0.072; H 0.054; H 0.118; H 0.139; H 0.146; H 0.141; H 0.119; O 0.067; N -0.352; O 0.067; C -0.148; C -0.011; C -0.066; C -0.068; C -0.064; C 0.001; H 0.112; H 0.110; H 0.109; H 0.110; H 0.121



# 9
C12H12Cl3N3OS in the gas phase in a non-equilibrium geometry, computed with the ωB97M-V functional and the def2-TZVPD basis.

CARTESIAN COORDINATES (ANGSTROEM)
C 2.308 1.797 -3.837
S 0.759 0.870 -3.351
C 0.313 1.465 -1.772
N 0.277 2.783 -1.424
N -0.054 2.831 -0.095
C -0.370 1.611 0.276
C -0.955 1.432 1.723
C -0.632 0.113 2.357
C -0.517 0.191 3.915
O 0.384 1.131 4.500
N -0.125 0.671 -0.742
C -0.314 -0.676 -0.774
C 0.861 -1.474 -0.989
Cl 2.504 -0.844 -1.066
C 0.674 -2.863 -1.199
C -0.568 -3.396 -1.056
Cl -0.812 -5.127 -1.205
C -1.674 -2.605 -0.870
C -1.557 -1.188 -0.657
Cl -2.912 -0.233 -0.404
H 2.697 1.591 -4.765
H 2.078 2.881 -3.825
H 3.098 1.538 -3.183
H -2.064 1.581 1.563
H -0.593 2.192 2.450
H -1.316 -0.682 2.175
H 0.348 -0.142 1.910
H -0.245 -0.796 4.084
H -1.528 0.274 4.346
H 1.007 1.565 3.852
H 1.593 -3.471 -1.326
H -2.665 -3.021 -0.610

total energy: -67557.10292 eV
total charge: 0
LUMO energy: -0.1 eV

Quick look at the Löwdin charges, all values in e: C -0.327; S 0.875; C -0.633; N 0.031; N 0.054; C -0.270; C -0.136; C -0.204; C -0.248; O -0.075; N -0.022; C -0.325; C -0.520; Cl 0.710; C -0.120; C -0.662; Cl 0.677; C -0.096; C -0.614; Cl 0.844; H 0.001; H 0.051; H 0.008; H 0.107; H 0.120; H 0.093; H 0.122; H 0.080; H 0.127; H 0.114; H 0.122; H 0.118



# 10
C12H12ClN3OS2 in the gas phase in a non-equilibrium geometry, computed with the ωB97M-V functional and the def2-TZVPD basis.

CARTESIAN COORDINATES (ANGSTROEM)
C -5.354 -2.255 -1.359
C -4.492 -2.738 -0.198
C -4.295 -1.663 0.874
N -3.557 -0.525 0.379
C -2.263 -0.315 0.673
O -1.604 -0.987 1.442
C -1.701 0.851 -0.067
N -2.271 1.264 -1.215
N -1.680 2.208 -1.799
S -0.335 2.741 -1.008
C -0.562 1.570 0.245
S 0.472 1.474 1.659
C 1.778 0.495 0.915
C 3.025 1.061 0.707
C 4.030 0.300 0.138
C 3.769 -1.015 -0.219
Cl 5.021 -1.963 -0.938
C 2.521 -1.582 -0.003
C 1.520 -0.823 0.575
H -5.532 -3.069 -2.058
H -4.866 -1.449 -1.901
H -6.317 -1.899 -0.997
H -4.963 -3.603 0.272
H -3.514 -3.050 -0.570
H -5.267 -1.319 1.240
H -3.720 -2.069 1.709
H -3.974 0.042 -0.344
H 3.208 2.086 0.990
H 5.008 0.723 -0.031
H 2.338 -2.609 -0.276
H 0.547 -1.245 0.777

total energy: -53349.25484 eV
total charge: 0
LUMO energy: -0.3 eV

Quick look at the Löwdin charges, all values in e: C -0.111; C -0.238; C -0.187; N 0.072; C -0.453; O 0.050; C -0.290; N -0.049; N -0.342; S 1.027; C -0.768; S 0.957; C -0.515; C -0.096; C -0.102; C -0.672; Cl 0.678; C -0.090; C -0.073; H 0.070; H 0.065; H 0.072; H 0.106; H 0.111; H 0.123; H 0.118; H 0.122; H 0.106; H 0.106; H 0.108; H 0.094



# 11
A molecular structure, C12H12FN2O2PdSbSe4 in a non-equilibrium geometry, computed with the ωB97M-V functional and the def2-TZVPD basis.

CARTESIAN COORDINATES (ANGSTROEM)
Pd 1.596 0.440 -0.066
C 3.033 -3.298 2.085
C 1.979 -2.259 1.704
O 2.317 -1.059 1.873
C 0.750 -2.739 1.242
C -0.336 -1.932 0.780
C -1.674 -2.613 0.597
N -0.213 -0.670 0.518
N -1.394 0.000 0.160
C -1.151 1.264 -0.001
O -0.042 1.885 0.182
C -2.320 2.108 -0.433
C -3.630 1.634 -0.390
C -4.684 2.427 -0.813
C -4.446 3.711 -1.295
C -3.145 4.191 -1.337
C -2.090 3.397 -0.903
H 3.995 -2.969 1.692
H 2.801 -4.292 1.698
H 3.122 -3.354 3.174
H 0.589 -3.809 1.253
H -1.602 -3.666 0.866
H -1.999 -2.514 -0.440
H -2.437 -2.131 1.209
H -3.792 0.629 -0.022
H -5.698 2.044 -0.769
H -5.269 4.325 -1.644
H -2.946 5.189 -1.711
H -1.066 3.745 -0.923
Se 7.175 0.512 -3.203
Sb 6.700 0.099 -0.816
Se 3.936 -0.146 -0.654
Se 3.548 2.036 -0.055
Se 7.259 -2.202 -1.546
F 1.133 0.019 -2.015

total energy: -293834.55905 eV
total charge: -2
2S+1: 5
LUMO energy (spin up / spin down): 4.5 / 3.3 eV

Quick look at the Löwdin charges, all values in e: Pd 0.628; C -0.053; C -0.554; O -0.172; C -0.068; C -0.356; C -0.065; N -0.055; N 0.060; C -0.510; O -0.174; C -0.135; C -0.044; C -0.115; C -0.133; C -0.109; C -0.030; H 0.065; H 0.058; H 0.066; H 0.067; H 0.054; H 0.071; H 0.062; H 0.099; H 0.086; H 0.082; H 0.088; H 0.109; Se -0.280; Sb 0.056; Se 0.029; Se 0.107; Se -0.295; F -0.638



# 12
A molecular structure, C12H12MnN2O6S in a non-equilibrium geometry, computed with the ωB97M-V functional and the def2-TZVPD basis.

CARTESIAN COORDINATES (ANGSTROEM)
Mn -1.099 0.230 2.492
O -1.707 0.387 6.006
S -1.343 0.277 4.642
O -1.946 -0.871 3.863
O 0.103 0.178 4.305
O -1.779 1.416 3.721
O 1.000 2.789 -3.595
C 0.057 3.483 -2.815
C -0.296 2.696 -1.583
C -1.082 3.290 -0.561
C -1.360 2.565 0.571
N -0.950 1.301 0.762
C -0.230 0.672 -0.263
C 0.111 1.398 -1.424
C 0.088 -0.680 0.013
C 0.775 -1.579 -0.833
C 1.056 -2.855 -0.417
C 1.822 -3.814 -1.290
O 1.734 -3.542 -2.665
C 0.612 -3.260 0.866
C -0.073 -2.366 1.651
N -0.341 -1.107 1.277
H 1.283 3.358 -4.319
H -0.869 3.651 -3.390
H 0.449 4.465 -2.515
H -1.454 4.295 -0.671
H -1.936 2.994 1.381
H 0.712 0.940 -2.192
H 1.095 -1.256 -1.811
H 1.501 -4.842 -1.070
H 2.889 -3.737 -1.052
H 0.811 -3.576 -2.939
H 0.814 -4.255 1.223
H -0.446 -2.643 2.630

total energy: -70059.03654 eV
total charge: 0
2S+1: 6
LUMO energy (spin up / spin down): -1.5 / -1.7 eV

Quick look at the Löwdin charges, all values in e: Mn 0.807; O -0.262; S 0.307; O -0.412; O -0.369; O -0.432; O -0.051; C -0.214; C -0.163; C 0.013; C -0.081; N 0.024; C -0.147; C 0.061; C -0.143; C 0.057; C -0.166; C -0.216; O -0.048; C 0.020; C -0.070; N 0.014; H 0.100; H 0.138; H 0.135; H 0.120; H 0.126; H 0.116; H 0.120; H 0.129; H 0.141; H 0.100; H 0.119; H 0.127